# 1
{
  "formula": "C17H21NO6",
  "method": "the ωB97M-V functional and the def2-TZVPD basis",
  "orbital_gap_ev": 9.24,
  "relative_energy_ev": 0.1588,
  "multiplicity": 1,
  "max_force_ev_per_a": 0.88,
  "homo_ev": -8.73,
  "symbols": ["C", "C", "C", "C", "O", "C", "C", "C", "C", "C", "O", "N", "C", "C", "O", "O", "C", "C", "C", "O", "C", "O", "C", "C", "H", "H", "H", "H", "H", "H", "H", "H", "H", "H", "H", "H", "H", "H", "H", "H", "H", "H", "H", "H", "H"],
  "coordinates": [[-6.49, -2.52, 0.05], [-5.07, -2.20, -0.37], [-4.97, -0.92, -1.21], [-5.16, 0.35, -0.38], [-4.17, 0.50, 0.63], [-2.94, 0.95, 0.31], [-2.52, 1.36, -0.95], [-1.23, 1.83, -1.13], [-0.32, 1.88, -0.08], [1.03, 2.41, -0.37], [1.26, 3.14, -1.31], [2.00, 2.06, 0.52], [3.37, 2.44, 0.29], [4.33, 1.27, 0.21], [5.53, 1.38, 0.14], [3.70, 0.09, 0.26], [4.50, -1.07, 0.12], [5.44, -1.38, 1.28], [6.67, -1.96, 0.58], [6.65, -1.48, -0.76], [5.47, -0.95, -1.09], [5.20, -0.51, -2.16], [-0.75, 1.47, 1.19], [-2.03, 1.01, 1.37], [-7.14, -2.61, -0.82], [-6.90, -1.75, 0.70], [-6.52, -3.46, 0.59], [-4.67, -3.03, -0.96], [-4.44, -2.09, 0.51], [-3.98, -0.88, -1.69], [-5.72, -0.93, -2.00], [-6.10, 0.29, 0.18], [-5.19, 1.23, -1.02], [-3.18, 1.34, -1.80], [-0.90, 2.16, -2.10], [1.83, 1.33, 1.19], [3.74, 3.12, 1.07], [3.40, 2.97, -0.66], [3.79, -1.88, -0.09], [5.01, -2.08, 2.00], [5.69, -0.45, 1.80], [7.61, -1.63, 1.03], [6.65, -3.05, 0.55], [-0.09, 1.54, 2.04], [-2.38, 0.71, 2.35]],
  "lowdin_charge": [-0.1085, -0.2576, -0.1815, -0.1933, -0.0413, -0.2598, -0.0043, -0.0028, -0.1423, -0.4393, 0.0722, 0.0713, -0.0542, -0.4395, 0.1436, 0.0550, -0.1797, -0.0751, -0.1331, 0.0563, -0.4594, 0.1614, -0.0270, 0.0042, 0.0730, 0.0645, 0.0695, 0.1059, 0.1069, 0.1047, 0.1179, 0.1218, 0.1215, 0.1074, 0.1222, 0.1277, 0.1426, 0.1441, 0.1748, 0.1202, 0.1211, 0.1315, 0.1288, 0.1098, 0.1187]
}

---

# 2
{
  "formula": "C17H21NS",
  "method": "the ωB97M-V functional and the def2-TZVPD basis",
  "orbital_gap_ev": 8.59,
  "relative_energy_ev": 0.1074,
  "multiplicity": 1,
  "max_force_ev_per_a": 3.61,
  "homo_ev": -7.81,
  "symbols": ["C", "C", "C", "C", "N", "C", "C", "C", "C", "S", "C", "C", "C", "C", "C", "C", "C", "C", "C", "H", "H", "H", "H", "H", "H", "H", "H", "H", "H", "H", "H", "H", "H", "H", "H", "H", "H", "H", "H", "H"],
  "coordinates": [[-2.01, 2.08, 0.50], [-1.58, 0.72, 0.99], [-2.04, 0.32, 2.25], [-1.67, -0.95, 2.90], [-0.40, -1.47, 2.36], [0.13, -2.67, 3.10], [-0.36, -1.58, 0.85], [0.95, -1.97, 0.27], [1.76, -0.69, 0.13], [2.86, -0.89, -1.36], [2.15, 0.50, -2.09], [2.64, 1.00, -3.32], [2.04, 2.13, -3.87], [0.98, 2.77, -3.21], [0.54, 2.28, -1.98], [1.10, 1.09, -1.40], [0.78, 0.46, -0.03], [-0.62, -0.20, 0.18], [-1.33, -0.51, -1.15], [-2.43, 2.06, -0.51], [-2.79, 2.48, 1.15], [-1.13, 2.70, 0.55], [-2.66, 1.01, 2.82], [-2.42, -1.72, 2.79], [-1.53, -0.76, 3.99], [-0.35, -3.59, 2.82], [0.12, -2.51, 4.21], [1.18, -2.82, 2.83], [-1.10, -2.33, 0.51], [0.77, -2.42, -0.71], [1.50, -2.73, 0.80], [2.40, -0.62, 1.01], [3.43, 0.44, -3.79], [2.41, 2.56, -4.85], [0.54, 3.68, -3.59], [-0.25, 2.77, -1.48], [0.99, 1.24, 0.75], [-0.74, -1.20, -1.81], [-1.57, 0.38, -1.72], [-2.29, -1.04, -0.89]],
  "lowdin_charge": [-0.0560, -0.1872, -0.0260, -0.2032, -0.1458, -0.0682, -0.2517, -0.1976, -0.4509, 1.0008, -0.5193, -0.0971, -0.0940, -0.0922, -0.0234, -0.1719, -0.1674, -0.3331, -0.0200, 0.0777, 0.0762, 0.0729, 0.1015, 0.1114, 0.1249, 0.0680, 0.0919, 0.0659, 0.1505, 0.1073, 0.1041, 0.1150, 0.0943, 0.1187, 0.0984, 0.0749, 0.1681, 0.1089, 0.0647, 0.1088]
}

---

# 3
{
  "formula": "C17H22AuN6",
  "method": "the ωB97M-V functional and the def2-TZVPD basis",
  "orbital_gap_ev": 6.78,
  "total_charge": 3,
  "relative_energy_ev": 0.4556,
  "multiplicity": 1,
  "max_force_ev_per_a": 0.85,
  "homo_ev": -19.16,
  "symbols": ["Au", "C", "C", "N", "C", "C", "C", "C", "C", "C", "C", "N", "C", "C", "N", "N", "H", "H", "H", "H", "H", "H", "H", "H", "H", "H", "H", "H", "H", "H", "H", "H", "H", "H", "N", "C", "C", "C", "C", "N", "C", "C", "H", "H", "H", "H"],
  "coordinates": [[-0.62, -0.05, -0.11], [-2.21, 2.26, -0.67], [-1.10, 2.42, -1.69], [-0.29, 1.14, -1.83], [1.21, 1.45, -1.94], [1.86, 1.69, -0.58], [2.97, 2.45, -0.27], [3.44, 2.39, 1.04], [2.84, 1.59, 2.01], [1.73, 0.86, 1.63], [0.97, -0.20, 2.43], [-0.50, -0.36, 1.99], [-1.39, 0.66, 2.69], [-2.37, 1.28, 1.72], [-1.56, 1.71, 0.56], [1.30, 0.96, 0.38], [-2.97, 1.55, -0.99], [-2.71, 3.21, -0.45], [-0.39, 3.19, -1.35], [-1.46, 2.72, -2.67], [-0.56, 0.67, -2.69], [1.31, 2.30, -2.61], [1.68, 0.59, -2.42], [3.47, 3.06, -1.01], [4.31, 2.98, 1.31], [3.24, 1.54, 3.02], [0.95, 0.00, 3.50], [1.45, -1.17, 2.29], [-0.79, -1.30, 2.24], [-0.73, 1.42, 3.09], [-1.89, 0.17, 3.53], [-2.91, 2.13, 2.16], [-3.11, 0.56, 1.37], [-0.82, 2.34, 0.87], [-0.18, -7.10, -2.41], [-0.24, -6.01, -2.06], [-0.32, -4.65, -1.63], [-1.47, -3.89, -1.87], [-1.51, -2.58, -1.44], [-0.47, -2.02, -0.79], [0.65, -2.75, -0.56], [0.75, -4.06, -0.96], [-2.32, -4.31, -2.38], [-2.38, -1.97, -1.60], [1.47, -2.24, -0.07], [1.66, -4.61, -0.77]],
  "lowdin_charge": [1.3301, -0.1280, -0.1118, -0.1009, -0.0572, -0.2437, 0.0514, 0.0340, 0.0490, -0.2390, -0.0563, -0.0969, -0.1122, -0.1331, -0.1405, -0.0116, 0.1381, 0.1578, 0.1366, 0.1542, 0.1453, 0.1481, 0.1451, 0.1425, 0.1422, 0.1421, 0.1465, 0.1355, 0.1451, 0.1375, 0.1547, 0.1588, 0.1393, 0.1480, 0.2653, -0.1204, -0.1501, 0.0520, -0.0817, -0.1194, -0.0881, 0.0491, 0.1524, 0.1218, 0.1173, 0.1510]
}

---

# 4
{
  "formula": "C17H22Br8F10NS",
  "method": "the ωB97M-V functional and the def2-TZVPD basis",
  "orbital_gap_ev": 4.75,
  "total_charge": -1,
  "multiplicity": 1,
  "max_force_ev_per_a": 2.49,
  "homo_ev": -3.13,
  "symbols": ["F", "C", "F", "F", "C", "F", "F", "C", "C", "C", "C", "N", "C", "S", "C", "F", "F", "C", "F", "F", "F", "H", "H", "H", "H", "H", "H", "Br", "C", "C", "Br", "H", "H", "H", "H", "Br", "C", "C", "Br", "H", "H", "H", "H", "Br", "C", "C", "Br", "H", "H", "H", "H", "Br", "C", "C", "Br", "H", "H", "H", "H"],
  "coordinates": [[2.54, 0.69, -0.61], [1.47, 1.41, -0.95], [0.77, 1.67, 0.16], [1.89, 2.57, -1.46], [0.63, 0.64, -1.98], [-0.18, 1.49, -2.62], [1.55, 0.23, -2.92], [-0.08, -0.58, -1.43], [-1.62, -0.49, -1.44], [-2.14, 0.28, -0.23], [-3.68, 0.51, -0.18], [-4.33, -0.38, -1.25], [-5.42, -0.85, -0.99], [-6.98, -1.14, -0.84], [-4.03, 1.91, -0.47], [-3.71, 2.73, 0.57], [-5.37, 2.04, -0.66], [-3.41, 2.64, -1.71], [-2.17, 3.06, -1.50], [-4.13, 3.76, -2.02], [-3.44, 1.88, -2.80], [0.26, -0.85, -0.44], [0.18, -1.39, -2.11], [-1.98, -1.51, -1.36], [-1.96, -0.10, -2.39], [-1.92, -0.35, 0.64], [-1.60, 1.20, -0.06], [4.29, -2.38, -1.46], [5.43, -0.87, -1.01], [6.77, -1.31, -0.50], [6.67, -1.96, 1.33], [4.88, -0.26, -0.29], [5.54, -0.30, -1.93], [7.46, -0.47, -0.47], [7.20, -2.11, -1.09], [-8.78, -3.80, 3.29], [-9.05, -1.92, 2.86], [-10.35, -1.69, 2.15], [-10.24, -2.24, 0.29], [-8.19, -1.61, 2.28], [-9.04, -1.41, 3.82], [-10.59, -0.63, 2.12], [-11.18, -2.23, 2.59], [4.08, 2.12, -3.59], [5.16, 3.69, -3.22], [6.52, 3.30, -2.71], [6.41, 2.70, -0.86], [4.61, 4.30, -2.52], [5.25, 4.22, -4.17], [7.20, 4.15, -2.70], [6.96, 2.48, -3.27], [5.55, -4.33, 4.41], [4.37, -2.79, 4.35], [3.62, -2.61, 5.64], [2.17, -3.89, 5.81], [3.72, -2.92, 3.50], [5.02, -1.93, 4.17], [3.14, -1.63, 5.67], [4.25, -2.73, 6.51]],
  "lowdin_charge": [0.1374, -0.5745, 0.1783, 0.1094, -0.4492, 0.1439, 0.0412, -0.0727, -0.1931, -0.1979, -0.1941, 0.0471, -0.7725, 0.5671, -0.5059, 0.0812, 0.0763, -0.5443, 0.1447, 0.1068, 0.1600, 0.1264, 0.1221, 0.1066, 0.0992, 0.0940, 0.0872, 0.6224, -0.7364, -0.6951, 0.6102, 0.0294, 0.0255, 0.0369, 0.0487, 0.5847, -0.6925, -0.7010, 0.5829, 0.0386, 0.0551, 0.0565, 0.0434, 0.7136, -0.6827, -0.6887, 0.6429, 0.0538, 0.0569, 0.0549, 0.0478, 0.5821, -0.7113, -0.7029, 0.6029, 0.0537, 0.0386, 0.0579, 0.0464]
}

---

# 5
{
  "formula": "C17H22ClN3O2",
  "method": "the ωB97M-V functional and the def2-TZVPD basis",
  "orbital_gap_ev": 8.38,
  "relative_energy_ev": 17.8316,
  "multiplicity": 1,
  "max_force_ev_per_a": 19.00,
  "homo_ev": -8.08,
  "symbols": ["C", "H", "H", "H", "C", "N", "C", "H", "C", "N", "C", "O", "C", "C", "C", "O", "N", "C", "C", "C", "C", "C", "C", "H", "H", "Cl", "H", "H", "C", "H", "H", "H", "H", "H", "C", "C", "H", "H", "H", "H", "H", "H", "H", "H", "H"],
  "coordinates": [[0.82, -3.35, 5.50], [0.23, -2.53, 5.97], [1.61, -3.63, 6.07], [0.06, -4.18, 5.67], [0.93, -3.02, 4.12], [-0.08, -3.05, 3.20], [0.26, -3.23, 1.79], [0.83, -3.99, 1.60], [0.18, -2.05, 0.90], [-0.92, -1.25, 1.15], [-1.17, -0.25, 0.18], [-2.28, 0.54, 0.41], [-0.30, 0.33, -0.60], [-0.49, -0.59, -2.10], [-0.25, 0.51, -3.14], [0.18, 0.26, -4.32], [0.05, 1.79, -2.42], [0.36, 2.96, -3.20], [0.82, 2.78, -4.46], [1.32, 4.09, -5.14], [0.79, 5.36, -4.50], [0.42, 5.32, -3.38], [0.00, 4.04, -2.70], [-0.37, 4.14, -1.73], [-0.25, 6.16, -2.89], [1.24, 6.73, -5.21], [1.69, 4.23, -5.91], [1.10, 1.85, -5.03], [-0.19, 1.75, -1.17], [0.45, 2.31, -0.53], [-1.40, 1.94, -1.02], [-0.13, -1.41, -2.20], [-1.58, -0.74, -2.15], [0.82, 0.09, -0.36], [-1.78, -1.53, 2.22], [-0.94, -2.14, 3.31], [-0.51, -1.10, 3.70], [-1.37, -2.21, 4.25], [-2.43, -2.45, 1.88], [-2.31, -0.74, 2.23], [0.59, -2.35, 0.02], [1.40, -1.52, 1.19], [-0.74, -3.81, 1.32], [1.71, -3.87, 3.73], [1.60, -2.19, 3.72]],
  "lowdin_charge": [-0.0967, 0.0935, 0.0455, 0.1180, -0.3337, -0.2060, -0.1274, 0.0649, -0.1921, -0.0280, -0.3309, -0.0546, -0.1555, 0.0977, -0.2043, -0.0029, -0.0174, -0.2818, 0.0889, 0.0972, -0.8552, -0.1622, 0.0030, 0.0983, 0.1623, 0.8144, -0.0503, 0.1165, -0.2240, 0.1443, 0.1893, -0.0002, 0.1418, 0.1731, -0.0921, -0.2990, 0.1628, 0.1120, 0.1702, 0.0533, 0.0802, 0.1902, 0.1811, 0.1670, 0.1488]
}